1.
The following is a DFT calculation (the ωB97M-V functional and the def2-TZVPD basis) of a molecular structure, C5H7BF6N6O4PdS2 at a distorted geometry.

As for the energy relative to the best compared isomer or geometry (same formula, charge and spin): 356.5 kJ/mol. The calculation puts the frontier orbital gap (spin up / spin down) at 6.222 / 6.311 eV. As for the LUMO energy (spin up / spin down): -3.74 / -3.65 eV. Its HOMO energy (spin up / spin down) is -9.96 / -9.96 eV. The total energy comes out at -64555.3453 eV.

Last column: Mulliken charge in e.
Positions of all 32 atoms, in Å:
Pd  -0.540  -0.078  0.247  -0.21
F  -5.001  0.023  2.573  -0.20
C  -4.067  0.971  2.530  0.58
F  -3.755  1.285  3.787  -0.21
F  -4.599  2.042  1.952  -0.21
S  -2.523  0.399  1.617  1.21
O  -1.925  -0.609  2.438  -0.45
O  -2.982  -0.007  0.320  -0.53
N  -1.704  1.742  1.530  -0.36
S  -0.245  1.887  2.077  1.00
O  0.438  0.641  2.302  -0.42
O  -0.080  2.925  3.029  -0.59
C  0.606  2.522  0.481  0.76
F  -0.240  2.527  -0.567  -0.20
F  1.586  1.658  0.122  -0.22
F  1.149  3.722  0.590  -0.25
B  0.634  -2.938  1.727  0.18
C  0.869  -1.873  0.663  0.39
N  1.245  -1.125  -0.170  -0.64
H  0.386  -2.313  2.719  -0.08
H  -0.375  -3.539  1.536  -0.09
H  1.592  -3.628  1.794  -0.09
N  2.811  -0.569  -2.447  -0.26
C  2.090  -0.671  -3.568  0.64
N  2.712  -0.925  -4.731  -0.36
N  0.789  -0.524  -3.616  -0.62
C  -0.003  -0.240  -2.667  0.91
N  -0.872  0.034  -1.935  -0.65
H  3.802  -0.737  -2.452  0.22
H  2.333  -0.555  -1.542  0.31
H  3.706  -1.049  -4.773  0.18
H  2.161  -0.998  -5.567  0.24

***

2.
The following is a DFT calculation (the ωB97M-V functional and the def2-TZVPD basis) of 14 unconnected molecules or ions with the total composition BH30O13 at a distorted geometry.

As for the energy relative to the best compared isomer or geometry (same formula, charge and spin): 33.5 kJ/mol. The calculation puts the frontier orbital gap at 10.110 eV. As for the LUMO energy: 2.59 eV. Its HOMO energy is -7.52 eV. The net charge is -1. The total energy comes out at -27782.5548 eV.

Last column: Mulliken charge in e.
Positions of all 44 atoms, in Å:
B  -0.049  -0.486  -0.313  0.83
H  -0.093  -0.725  -1.508  -0.03
H  0.978  -0.957  0.140  -0.54
H  -0.065  0.706  -0.151  -0.52
H  -1.008  -0.999  0.260  -0.46
O  2.487  0.621  -2.101  -0.74
H  2.686  0.620  -1.197  0.38
H  1.547  0.336  -2.170  0.30
O  3.032  -3.837  0.967  -0.56
H  3.928  -3.781  1.284  0.29
H  2.980  -2.884  0.738  0.23
O  1.116  2.839  -1.780  -0.76
H  1.554  2.122  -2.240  0.42
H  0.228  2.582  -1.839  0.35
O  2.791  -2.356  -1.594  -0.63
H  2.157  -1.698  -1.296  0.28
H  2.505  -2.440  -2.476  0.26
O  1.919  1.144  2.023  -0.83
H  1.253  0.782  1.451  0.50
H  1.429  1.368  2.793  0.32
O  1.476  3.442  0.792  -0.76
H  1.271  2.990  -0.049  0.38
H  1.789  2.754  1.443  0.45
O  0.275  -2.440  2.507  -0.65
H  -0.198  -1.941  3.147  0.33
H  0.281  -1.874  1.743  0.25
O  -3.005  0.108  -1.485  -0.81
H  -3.358  0.483  -0.690  0.32
H  -2.350  -0.491  -1.071  0.42
O  -1.215  1.148  2.293  -0.71
H  -1.392  1.848  1.643  0.46
H  -1.516  0.391  1.718  0.17
O  -3.544  -1.817  1.897  -0.60
H  -4.307  -2.178  1.522  0.28
H  -2.922  -2.446  1.559  0.31
O  -1.507  3.380  0.936  -0.80
H  -0.596  3.602  1.217  0.45
H  -1.363  2.807  0.152  0.36
O  -1.708  2.571  -1.932  -0.68
H  -2.153  1.768  -1.739  0.42
H  -1.958  2.858  -2.808  0.26
O  -1.301  -3.512  -0.964  -0.61
H  -0.775  -2.703  -0.961  0.37
H  -1.298  -3.704  -1.860  0.29